# 1
{"formula": "C6H9N", "method": "wB97M-V/def2-TZVPD", "lumo_ev": 0.851, "homo_energy_ev": -7.23, "orbital_gap_ev": 8.08, "symbols": ["C", "N", "C", "C", "C", "C", "C", "H", "H", "H", "H", "H", "H", "H", "H", "H"], "coordinates": [[1.740, 0.339, 0.296], [0.996, -0.672, -0.361], [0.258, -1.443, 0.455], [-0.953, 0.352, 0.743], [-0.788, 1.086, -0.580], [-0.234, -0.237, -1.126], [-1.055, -0.982, -0.038], [2.347, -0.079, 1.104], [0.446, 0.659, 0.993], [2.324, 0.972, -0.377], [0.607, -1.796, 1.423], [-1.638, 0.618, 1.543], [-0.153, 1.979, -0.617], [-1.742, 1.261, -1.093], [-0.201, -0.470, -2.190], [-1.954, -1.586, -0.174]]}



# 2
{"formula": "C3H10N2O2S", "method": "wB97M-V/def2-TZVPD", "lumo_ev": 0.615, "homo_energy_ev": -9.34, "orbital_gap_ev": 9.95, "symbols": ["N", "C", "O", "C", "N", "C", "S", "H", "H", "H", "H", "H", "H", "H", "H", "O", "H", "H"], "coordinates": [[1.874, -1.934, -0.239], [1.428, -0.599, 0.009], [2.213, 0.271, -0.269], [-0.019, -0.563, 0.413], [-0.196, 0.727, 1.200], [-0.938, -0.689, -0.768], [-2.496, -1.427, -0.215], [1.371, -2.722, 0.148], [2.817, -2.210, -0.456], [-0.233, -1.232, 1.250], [0.265, 1.478, 0.681], [0.515, 0.635, 1.937], [-0.385, -1.027, -1.632], [-1.346, 0.266, -1.134], [-2.705, -0.433, 0.729], [-0.864, 3.474, -0.587], [-0.673, 3.053, 0.261], [-0.625, 2.933, -1.326]]}



# 3
{"formula": "C3H7NO", "method": "wB97M-V/def2-TZVPD", "lumo_ev": -0.007, "homo_energy_ev": -8.99, "orbital_gap_ev": 8.99, "symbols": ["C", "C", "N", "C", "O", "H", "H", "H", "H", "H", "H", "H"], "coordinates": [[-1.504, 0.920, 1.111], [0.029, -1.564, 0.198], [0.874, -0.829, -0.519], [1.894, -0.037, 0.091], [1.980, 0.167, 1.265], [-2.578, 0.748, 1.204], [-1.286, 1.335, 0.121], [-1.167, 1.617, 1.880], [-0.704, -1.960, -0.533], [-0.970, -0.026, 1.247], [0.842, -0.727, -1.535], [2.584, 0.389, -0.661]]}



# 4
{"formula": "C22H17NO", "method": "wB97M-V/def2-TZVPD", "lumo_ev": -3.346, "homo_energy_ev": -5.94, "orbital_gap_ev": 2.60, "symbols": ["O", "C", "C", "C", "C", "C", "N", "C", "C", "H", "H", "H", "H", "C", "C", "C", "C", "C", "C", "C", "C", "C", "C", "C", "C", "C", "C", "C", "H", "H", "H", "H", "H", "H", "H", "H", "H", "H", "H", "H", "H"], "coordinates": [[-0.437, -2.418, 1.470], [-1.669, -2.412, 1.421], [-2.421, -3.632, 1.395], [-3.778, -3.610, 1.354], [-4.484, -2.396, 1.336], [-5.861, -2.389, 1.305], [-7.031, -2.383, 1.282], [-3.765, -1.191, 1.351], [-2.407, -1.184, 1.390], [-1.881, -4.561, 1.411], [-4.342, -4.527, 1.335], [-4.318, -0.267, 1.330], [-1.855, -0.262, 1.398], [1.458, 0.672, 0.973], [2.715, 0.136, 1.399], [2.905, -0.267, 2.734], [4.110, -0.785, 3.148], [5.155, -0.922, 2.252], [4.996, -0.536, 0.935], [3.799, -0.012, 0.512], [1.229, 1.204, -0.281], [0.013, 1.680, -0.726], [-0.236, 2.155, -2.051], [-1.477, 2.728, -2.389], [-1.728, 3.160, -3.670], [-0.759, 3.031, -4.652], [0.471, 2.475, -4.345], [0.730, 2.045, -3.067], [0.641, 0.654, 1.672], [2.094, -0.150, 3.435], [4.241, -1.083, 4.174], [6.093, -1.337, 2.577], [5.806, -0.649, 0.233], [3.688, 0.279, -0.517], [2.073, 1.294, -0.938], [-0.804, 1.691, -0.026], [-2.232, 2.834, -1.630], [-2.682, 3.600, -3.918], [-0.959, 3.364, -5.657], [1.226, 2.369, -5.110], [1.682, 1.601, -2.844]]}



# 5
{"formula": "C16H56O16", "method": "wB97M-V/def2-TZVPD", "lumo_ev": 0.205, "homo_energy_ev": -10.00, "orbital_gap_ev": 10.20, "symbols": ["O", "C", "C", "O", "H", "H", "H", "H", "H", "H", "O", "C", "C", "O", "H", "H", "H", "H", "H", "H", "O", "C", "C", "O", "H", "H", "H", "H", "H", "H", "O", "C", "C", "O", "H", "H", "H", "H", "H", "H", "C", "O", "H", "H", "H", "H", "C", "O", "H", "H", "H", "H", "C", "O", "H", "H", "H", "H", "C", "O", "H", "H", "H", "H", "C", "O", "H", "H", "H", "H", "C", "O", "H", "H", "H", "H", "C", "O", "H", "H", "H", "H", "C", "O", "H", "H", "H", "H"], "coordinates": [[6.158, -0.617, 3.658], [4.762, -0.421, 3.710], [4.042, -1.539, 2.941], [4.183, -1.386, 1.558], [6.590, 0.240, 3.655], [4.435, -0.360, 4.748], [4.361, 0.493, 3.273], [3.016, -1.549, 3.309], [4.388, -2.529, 3.239], [5.033, -1.808, 1.416], [-3.632, -3.911, -1.362], [-3.534, -2.708, -2.096], [-3.329, -2.761, -3.639], [-1.991, -3.188, -3.897], [-4.264, -4.389, -1.904], [-4.489, -2.232, -1.875], [-2.698, -2.115, -1.724], [-3.597, -1.808, -4.095], [-4.033, -3.457, -4.095], [-2.068, -4.145, -3.866], [-0.024, -5.866, 2.810], [1.081, -6.064, 1.927], [0.878, -5.239, 0.625], [-0.131, -5.875, -0.161], [-0.776, -6.338, 2.445], [1.981, -5.671, 2.400], [1.419, -7.080, 1.721], [1.831, -5.215, 0.098], [0.632, -4.202, 0.849], [-1.000, -5.471, -0.113], [-8.428, -0.387, 3.692], [-7.196, 0.268, 4.021], [-6.707, 1.029, 2.789], [-7.483, 2.222, 2.731], [-9.021, 0.154, 3.165], [-7.412, 0.956, 4.838], [-6.421, -0.458, 4.269], [-6.721, 0.531, 1.820], [-5.662, 1.298, 2.936], [-8.299, 1.848, 2.390], [-3.966, 4.028, -1.329], [-2.840, 3.565, -2.098], [-4.484, 4.926, -1.665], [-4.669, 3.217, -1.135], [-3.562, 4.368, -0.376], [-2.310, 3.042, -1.492], [-2.128, -1.659, 3.252], [-2.029, -0.262, 3.406], [-1.227, -2.093, 2.816], [-2.467, -2.175, 4.150], [-2.844, -1.816, 2.446], [-1.653, -0.016, 4.254], [0.367, 1.250, -5.895], [1.350, 2.259, -5.659], [-0.287, 1.003, -5.059], [-0.220, 1.564, -6.759], [0.851, 0.327, -6.211], [1.809, 2.314, -6.500], [6.031, 2.145, -0.524], [7.318, 2.660, -0.689], [5.550, 1.853, -1.458], [6.190, 1.265, 0.099], [5.349, 2.801, 0.017], [7.608, 2.264, -1.513], [0.404, 0.869, -0.213], [-0.796, 1.451, 0.202], [0.309, -0.217, -0.206], [0.430, 1.122, -1.272], [1.392, 1.088, 0.191], [-1.067, 0.920, 0.954], [3.025, -2.387, -3.297], [2.343, -3.260, -4.183], [2.246, -1.661, -3.064], [3.518, -2.868, -2.452], [3.794, -1.781, -3.777], [1.448, -3.346, -3.846], [1.901, 4.820, 2.656], [2.305, 4.771, 4.036], [2.639, 4.423, 1.958], [1.020, 4.189, 2.536], [1.628, 5.842, 2.397], [3.019, 5.402, 4.153], [2.972, 5.905, -2.840], [2.331, 4.806, -2.297], [2.423, 6.284, -3.702], [3.138, 6.735, -2.153], [3.983, 5.573, -3.076], [1.984, 4.238, -2.988]]}



# 6
{"formula": "C27H44BFeN6O5S3", "method": "wB97M-V/def2-TZVPD", "lumo_ev": [0.513, -0.358], "s2": 8.76, "homo_energy_ev": [-7.64, -8.07], "orbital_gap_ev": [8.15, 7.71], "spin_multiplicity": 6, "symbols": ["Fe", "C", "C", "C", "C", "N", "C", "C", "N", "B", "N", "C", "C", "N", "C", "S", "C", "C", "C", "C", "N", "C", "C", "N", "C", "S", "C", "C", "C", "C", "C", "S", "H", "H", "H", "H", "H", "H", "H", "H", "H", "H", "H", "H", "H", "H", "H", "H", "H", "H", "H", "H", "H", "H", "H", "H", "H", "H", "H", "H", "H", "H", "H", "H", "H", "H", "C", "C", "C", "O", "C", "O", "O", "H", "H", "H", "H", "H", "H", "H", "C", "C", "O", "O", "H", "H", "H"], "coordinates": [[-0.212, -0.513, -0.430], [-3.846, 1.865, 3.998], [-2.909, 0.839, 3.366], [-3.537, 0.336, 2.071], [-2.680, -0.293, 4.367], [-1.595, 1.507, 3.074], [-1.332, 2.838, 3.338], [-0.053, 3.071, 2.993], [0.482, 1.896, 2.518], [1.944, 1.888, 2.005], [2.081, 2.497, 0.589], [3.283, 3.050, 0.217], [3.151, 3.517, -1.037], [1.853, 3.259, -1.442], [1.215, 2.602, -0.436], [-0.326, 1.830, -0.499], [1.387, 3.698, -2.798], [1.905, 5.118, -3.042], [-0.132, 3.730, -2.921], [1.962, 2.717, -3.817], [2.604, 0.488, 2.054], [3.080, -0.003, 3.247], [3.560, -1.240, 3.028], [3.380, -1.520, 1.685], [2.775, -0.451, 1.101], [2.303, -0.322, -0.555], [3.839, -2.784, 1.026], [4.441, -3.700, 2.089], [4.918, -2.447, -0.001], [2.654, -3.503, 0.385], [-0.472, 0.946, 2.556], [-0.284, -0.683, 2.009], [-4.782, 1.358, 4.228], [-4.073, 2.683, 3.313], [-3.448, 2.270, 4.930], [-4.525, -0.070, 2.294], [-2.945, -0.440, 1.598], [-3.653, 1.147, 1.351], [-3.643, -0.737, 4.621], [-2.224, 0.091, 5.282], [-2.044, -1.069, 3.952], [-2.066, 3.510, 3.735], [0.527, 3.976, 3.039], [2.564, 2.598, 2.759], [4.131, 3.050, 0.877], [3.870, 3.994, -1.672], [1.567, 5.791, -2.254], [1.505, 5.472, -3.992], [2.991, 5.174, -3.106], [-0.587, 4.342, -2.141], [-0.556, 2.733, -2.871], [-0.373, 4.166, -3.892], [3.053, 2.698, -3.779], [1.657, 3.009, -4.822], [1.586, 1.712, -3.619], [3.027, 0.572, 4.153], [4.002, -1.933, 3.715], [5.301, -3.246, 2.584], [4.786, -4.604, 1.591], [3.703, -3.992, 2.838], [5.768, -1.963, 0.485], [4.532, -1.791, -0.777], [5.266, -3.369, -0.468], [1.815, -3.563, 1.079], [2.963, -4.516, 0.117], [2.320, -2.991, -0.513], [-3.066, 0.892, -3.911], [-2.414, -0.254, -3.153], [-2.794, -1.598, -3.769], [-1.001, -0.069, -3.201], [-2.940, -0.240, -1.694], [-4.141, -0.170, -1.511], [-2.083, -0.355, -0.718], [-2.728, 0.890, -4.948], [-2.806, 1.846, -3.451], [-4.148, 0.784, -3.875], [-2.612, -1.582, -4.845], [-3.849, -1.799, -3.589], [-2.206, -2.404, -3.327], [-0.587, -0.937, -3.302], [-0.437, -4.342, -1.608], [-0.241, -2.922, -1.163], [0.186, -2.045, -1.970], [-0.510, -2.590, 0.019], [-0.066, -4.483, -2.620], [-1.501, -4.577, -1.567], [0.075, -5.013, -0.919]]}



Electronic energy (a.u.)
-288.54884, -778.46388, -248.39469, -978.40301, -1846.71521, -4243.37496